No. 1
A structure of composition C4H5N3O2 in a non-equilibrium geometry, computed with the ωB97M-V functional and the def2-TZVPD basis.

Geometry as XYZ:
```
14
Properties=species:S:1:pos:R:3
C 2.614 0.596 -0.096
C 1.571 -0.565 0.213
C 0.129 -0.104 -0.126
C -2.413 0.636 -0.337
H 2.347 1.558 0.221
H 1.292 -0.824 1.587
H 1.865 -1.918 -0.077
H -3.464 0.724 -0.564
H -2.811 -1.285 0.253
N -0.207 1.156 -0.071
N -1.600 1.657 0.113
N -2.157 -0.755 -0.529
O 3.676 0.245 -0.567
O -0.843 -1.119 -0.022
```

Values from the calculation:
largest force on an atom = 0.1354 Eh/bohr
lowest unoccupied orbital energy = -0.19 eV
energy relative to the best compared isomer or geometry (same formula, charge and spin) = 9.245 eV

No. 2
A structure of composition C4H10KN2O5 in a non-equilibrium geometry, computed with the ωB97M-V functional and the def2-TZVPD basis.

Geometry as XYZ:
```
22
Properties=species:S:1:pos:R:3
K 3.718 -1.436 -20.534
C 4.528 -0.941 -23.045
O 4.938 -0.806 -21.904
O 3.742 -1.771 -23.372
O 4.979 -0.229 -23.930
C 0.929 -0.039 -21.871
C 2.377 -0.024 -22.316
O 3.266 0.448 -21.229
H 0.289 -0.320 -22.707
H 0.684 0.866 -21.314
H 0.727 -0.869 -21.194
H 2.379 0.680 -23.148
H 2.628 -1.008 -22.712
H 4.137 0.472 -21.633
C 5.226 -1.310 -18.380
O 5.195 -1.750 -19.485
N 5.790 -1.907 -17.395
N 4.717 -0.160 -18.046
H 6.297 -2.764 -17.570
H 5.855 -1.587 -16.439
H 4.418 0.404 -18.829
H 4.701 -0.035 -17.044
```

Values from the calculation:
largest force on an atom = 0.2589 Eh/bohr
lowest unoccupied orbital energy = 1.83 eV
total charge = -1
energy relative to the best compared isomer or geometry (same formula, charge and spin) = 6.481 eV

No. 3
The molecule C17H19N3O, computed with the ωB97M-V functional and the def2-TZVPD basis.

Geometry as XYZ:
```
40
Properties=species:S:1:pos:R:3
C 2.540 1.243 -4.329
C 1.901 0.420 -3.252
C 2.426 -0.824 -2.917
C 1.834 -1.601 -1.939
C 0.709 -1.146 -1.273
C 0.185 0.101 -1.584
C -1.058 0.565 -0.887
O -2.151 0.112 -1.161
N -0.881 1.544 0.040
C 0.406 1.931 0.561
C 0.732 1.067 1.806
N -0.497 0.611 2.419
C -0.918 -0.695 2.299
C -0.023 -1.776 2.244
C -0.537 -3.052 2.156
C -1.914 -3.240 2.142
C -2.711 -2.115 2.246
N -2.237 -0.886 2.321
C -1.522 1.634 2.386
C -1.978 1.872 0.933
C 0.778 0.874 -2.576
H 2.440 0.743 -5.292
H 2.075 2.223 -4.400
H 3.603 1.372 -4.132
H 3.302 -1.186 -3.436
H 2.247 -2.569 -1.695
H 0.232 -1.751 -0.515
H 1.177 1.807 -0.199
H 0.351 2.990 0.831
H 1.304 1.657 2.533
H 1.335 0.213 1.503
H 1.044 -1.626 2.288
H 0.132 -3.899 2.104
H -2.345 -4.224 2.064
H -3.790 -2.190 2.263
H -1.093 2.542 2.820
H -2.362 1.303 2.993
H -2.805 1.208 0.677
H -2.285 2.912 0.783
H 0.351 1.836 -2.824
```

Values from the calculation:
largest force on an atom = 0.0079 Eh/bohr
lowest unoccupied orbital energy = 0.77 eV
energy relative to the best compared isomer or geometry (same formula, charge and spin) = 0.000 eV
SMILES = Cc1cccc(C(=O)N2CCN(c3ccccn3)CC2)c1

No. 4
The molecule C7H14N2 in a non-equilibrium geometry, computed with the ωB97M-V functional and the def2-TZVPD basis.

Geometry as XYZ:
```
23
Properties=species:S:1:pos:R:3
H 1.021 -1.416 -2.402
N 1.866 -1.048 -1.958
C 1.556 -0.491 -0.847
C 2.653 0.089 0.007
N 0.108 -0.564 -0.356
C -0.423 -1.867 0.018
C -0.401 0.635 0.221
C -0.190 0.799 1.718
C -2.017 0.624 -0.140
C -2.580 1.496 -0.981
H 2.601 -0.347 1.009
H 3.636 -0.145 -0.414
H 2.541 1.172 0.084
H 0.377 -2.614 0.072
H -0.917 -1.855 0.995
H -1.141 -2.202 -0.735
H 0.003 1.512 -0.298
H -0.313 -0.134 2.272
H -0.898 1.527 2.127
H 0.804 1.207 1.924
H -2.639 -0.124 0.345
H -3.654 1.501 -1.158
H -1.992 2.245 -1.504
```

Values from the calculation:
largest force on an atom = 0.0772 Eh/bohr
lowest unoccupied orbital energy = 0.96 eV
energy relative to the best compared isomer or geometry (same formula, charge and spin) = 1.947 eV
SMILES = [H]/N=C(/C)N(C)[C@H](C)C=C

No. 5
The ion C3H2N2S2 with charge -2 in a non-equilibrium geometry, computed with the ωB97M-V functional and the def2-TZVPD basis.

Geometry as XYZ:
```
9
Properties=species:S:1:pos:R:3
C -0.095 -0.842 -0.101
C 2.281 -0.114 -0.480
C -1.081 1.387 -0.170
N 1.205 -0.589 -0.045
N -1.100 0.090 0.049
S 3.813 -0.009 0.190
S -2.591 2.186 0.088
H -0.534 -1.719 0.086
H -1.897 -0.390 0.384
```

Values from the calculation:
largest force on an atom = 0.0981 Eh/bohr
lowest unoccupied orbital energy (spin up / spin down) = 5.83 / 5.83 eV
total charge = -2
energy relative to the best compared isomer or geometry (same formula, charge and spin) = 0.662 eV

No. 6
A cluster of 4 separate species, CH9O4 in total in a non-equilibrium geometry, computed with the ωB97M-V functional and the def2-TZVPD basis.

Geometry as XYZ:
```
14
Properties=species:S:1:pos:R:3
C 0.924 0.416 1.510
O 0.198 -0.320 0.548
H 0.745 1.487 1.368
H 2.009 0.257 1.344
H 0.725 0.037 2.526
H 1.452 0.690 -3.126
H 0.338 1.368 -2.467
O 0.562 0.942 -3.344
H -1.340 1.777 -0.695
H -0.173 0.710 -0.233
O -0.393 1.623 -0.818
H -0.388 -2.457 1.727
H -1.711 -1.964 1.930
O -1.201 -2.754 2.149
```

Values from the calculation:
largest force on an atom = 0.0339 Eh/bohr
lowest unoccupied orbital energy = 4.25 eV
total charge = -1
energy relative to the best compared isomer or geometry (same formula, charge and spin) = 0.533 eV

No. 7
A cluster of 11 separate species, C56H70F6O15 in total in a non-equilibrium geometry, computed with the ωB97M-V functional and the def2-TZVPD basis.

Geometry as XYZ:
```
147
Properties=species:S:1:pos:R:3
C 4.358 5.442 1.893
C 3.462 5.441 0.677
O 3.138 4.121 0.279
C 3.911 3.532 -0.630
O 4.694 4.067 -1.365
O 3.631 2.235 -0.584
C 4.163 1.347 -1.575
H 3.919 4.848 2.695
H 4.463 6.474 2.233
H 5.350 5.032 1.696
H 3.903 6.022 -0.133
H 2.539 5.957 0.943
H 5.213 1.555 -1.769
H 3.559 1.502 -2.467
H 4.019 0.355 -1.168
C -3.269 1.050 6.138
C -3.022 -0.354 5.623
O -1.641 -0.710 5.761
C -0.917 -0.813 4.645
O -1.321 -0.618 3.530
O 0.359 -0.915 5.020
C 1.268 -1.466 4.075
H -4.320 1.172 6.398
H -2.975 1.826 5.434
H -2.700 1.204 7.061
H -3.338 -0.412 4.579
H -3.585 -1.100 6.179
H 0.814 -2.301 3.531
H 2.122 -1.886 4.597
H 1.568 -0.718 3.340
C -2.504 3.742 2.971
C -2.677 2.301 2.524
O -4.087 2.099 2.341
C -4.597 0.886 2.096
O -5.777 0.683 2.121
O -3.657 -0.010 1.804
C -4.072 -1.378 1.765
H -2.988 3.937 3.927
H -2.990 4.375 2.223
H -1.455 4.031 3.005
H -2.280 1.596 3.253
H -2.176 2.162 1.561
H -3.251 -1.958 1.358
H -4.925 -1.502 1.096
H -4.374 -1.709 2.758
C 4.981 -0.440 1.500
C 3.884 -1.406 1.124
O 3.984 -2.510 2.042
C 3.129 -3.508 1.912
O 2.181 -3.572 1.170
O 3.449 -4.417 2.836
C 2.588 -5.546 2.897
H 5.934 -0.756 1.077
H 5.074 -0.391 2.584
H 4.755 0.560 1.134
H 4.019 -1.780 0.103
H 2.871 -1.004 1.179
H 1.550 -5.258 3.078
H 2.879 -6.173 3.733
H 2.618 -6.088 1.953
C -2.635 -1.053 -1.964
C -3.773 -0.063 -1.855
O -4.947 -0.776 -1.428
C -6.108 -0.129 -1.495
O -6.296 0.923 -2.045
O -7.006 -0.849 -0.836
C -8.304 -0.254 -0.714
H -1.699 -0.508 -1.832
H -2.576 -1.534 -2.943
H -2.798 -1.819 -1.207
H -3.946 0.518 -2.762
H -3.576 0.671 -1.065
H -8.299 0.461 0.106
H -8.996 -1.062 -0.496
H -8.599 0.227 -1.644
F 1.441 4.096 -2.913
C 0.772 5.015 -2.183
C 1.340 6.268 -2.056
C 0.703 7.187 -1.238
C -0.499 6.865 -0.611
C -1.031 5.596 -0.757
C -0.375 4.643 -1.522
H 2.308 6.471 -2.495
H 1.155 8.160 -1.091
H -1.003 7.630 -0.037
H -1.945 5.325 -0.242
H -0.732 3.631 -1.661
F -0.748 -6.127 -5.265
C 0.363 -5.389 -5.037
C 1.586 -5.878 -5.465
C 2.697 -5.074 -5.290
C 2.593 -3.829 -4.679
C 1.355 -3.382 -4.237
C 0.233 -4.179 -4.395
H 1.600 -6.850 -5.940
H 3.670 -5.391 -5.646
H 3.462 -3.204 -4.527
H 1.260 -2.399 -3.802
H -0.746 -3.876 -4.043
F 1.750 -0.285 -3.150
C 1.175 -0.147 -1.935
C 0.939 -1.260 -1.140
C 0.416 -1.085 0.130
C 0.106 0.181 0.603
C 0.249 1.262 -0.258
C 0.809 1.113 -1.510
H 1.265 -2.216 -1.535
H 0.170 -1.951 0.731
H -0.309 0.361 1.585
H -0.028 2.260 0.068
H 0.876 1.930 -2.217
F -0.309 1.875 -4.315
C -0.267 1.252 -5.509
C -0.100 2.014 -6.650
C 0.014 1.386 -7.874
C -0.007 -0.005 -7.935
C -0.182 -0.761 -6.783
C -0.348 -0.120 -5.558
H -0.095 3.094 -6.570
H 0.115 1.952 -8.789
H 0.111 -0.507 -8.888
H -0.373 -1.823 -6.870
H -0.522 -0.684 -4.649
F -0.238 -6.881 2.162
C -0.700 -6.547 0.936
C -1.099 -7.560 0.085
C -1.463 -7.223 -1.208
C -1.390 -5.910 -1.647
C -1.133 -4.901 -0.723
C -0.697 -5.224 0.556
H -1.136 -8.571 0.470
H -1.702 -7.997 -1.928
H -1.551 -5.647 -2.683
H -1.032 -3.868 -1.038
H -0.405 -4.446 1.249
F 4.661 2.102 3.286
C 3.388 2.164 3.750
C 3.197 2.351 5.106
C 1.888 2.463 5.559
C 0.826 2.444 4.662
C 1.059 2.314 3.303
C 2.359 2.160 2.832
H 4.046 2.433 5.770
H 1.704 2.609 6.616
H -0.168 2.578 5.074
H 0.237 2.401 2.605
H 2.543 1.998 1.778
```

Values from the calculation:
largest force on an atom = 0.0361 Eh/bohr
lowest unoccupied orbital energy = 0.57 eV
energy relative to the best compared isomer or geometry (same formula, charge and spin) = 0.000 eV
SMILES = CCOC(=O)OC.CCOC(=O)OC.CCOC(=O)OC.CCOC(=O)OC.CCOC(=O)OC.Fc1ccccc1.Fc1ccccc1.Fc1ccccc1.Fc1ccccc1.Fc1ccccc1.Fc1ccccc1

No. 8
A cluster of 2 separate species, C3H4S in total in a non-equilibrium geometry, computed with the ωB97M-V functional and the def2-TZVPD basis.

Geometry as XYZ:
```
8
Properties=species:S:1:pos:R:3
C -1.779 0.497 0.440
C -1.348 0.037 -0.614
C 1.240 -0.646 0.569
S 2.269 0.311 -0.372
H -1.974 1.149 1.166
H -1.335 -0.687 -1.413
H 1.767 -1.194 1.346
H 1.160 0.534 -1.121
```

Values from the calculation:
largest force on an atom = 0.1112 Eh/bohr
⟨S²⟩ = 2.008
lowest unoccupied orbital energy (spin up / spin down) = 0.94 / -0.71 eV
2S+1 = 3
energy relative to the best compared isomer or geometry (same formula, charge and spin) = 2.341 eV

No. 9
A cluster of 2 separate species, C5H5N2O2S in total in a non-equilibrium geometry, computed with the ωB97M-V functional and the def2-TZVPD basis.

Geometry as XYZ:
```
15
Properties=species:S:1:pos:R:3
C 0.050 2.526 -0.196
C -0.397 1.429 0.613
C 0.440 0.700 -1.290
C -1.062 -1.801 -0.835
C -0.424 -1.036 0.309
N 0.573 1.978 -1.377
N -0.119 0.287 -0.098
O -1.466 -1.341 -1.858
O -1.278 -3.057 -0.480
S -1.140 -1.355 1.742
H -0.102 3.574 -0.177
H -0.998 1.340 1.555
H 0.906 -0.012 -2.059
H 1.310 -1.887 0.109
H -0.818 -3.106 0.385
```

Values from the calculation:
largest force on an atom = 0.0757 Eh/bohr
lowest unoccupied orbital energy (spin up / spin down) = 3.32 / 3.32 eV
total charge = -1
energy relative to the best compared isomer or geometry (same formula, charge and spin) = 2.799 eV

No. 10
The ion C5H4ClF3NO2S with charge -1 in a non-equilibrium geometry, computed with the ωB97M-V functional and the def2-TZVPD basis.

Geometry as XYZ:
```
17
Properties=species:S:1:pos:R:3
O -2.082 -1.549 -1.972
C -2.599 -0.808 -1.118
O -3.732 -0.722 -0.623
C -1.619 0.352 -0.539
C -2.409 1.395 0.531
F -2.973 0.726 1.532
F -1.531 2.239 1.157
F -3.304 2.177 -0.018
C -0.396 -0.456 0.089
N 0.881 0.325 0.253
C 1.066 1.035 -0.921
Cl 2.061 2.525 -0.762
S -0.626 1.461 -1.626
H -0.510 -1.141 0.990
H -0.265 -1.200 -0.666
H 0.671 1.036 0.925
H 1.572 0.384 -1.746
```

Values from the calculation:
largest force on an atom = 0.0721 Eh/bohr
lowest unoccupied orbital energy = 2.99 eV
total charge = -1
energy relative to the best compared isomer or geometry (same formula, charge and spin) = 0.121 eV
SMILES = O=C([O-])[C@@]1(C(F)(F)F)CN[C@H](Cl)S1

No. 11
A cluster of 9 separate species, H18O9 in total, computed with the ωB97M-V functional and the def2-TZVPD basis.

Geometry as XYZ:
```
27
Properties=species:S:1:pos:R:3
O -0.829 2.117 1.912
H -1.482 2.115 1.202
H -1.125 1.424 2.516
O -1.061 -3.144 -1.497
H -0.867 -2.934 -0.550
H -1.668 -2.461 -1.784
O 2.073 -2.583 1.218
H 2.699 -2.685 1.944
H 2.196 -1.673 0.911
O 1.108 4.097 -1.583
H 0.951 3.217 -1.977
H 2.059 4.152 -1.448
O 0.351 1.824 -3.053
H -0.369 1.369 -3.504
H 1.155 1.448 -3.436
O 1.797 0.843 2.203
H 1.058 1.140 1.650
H 1.773 1.425 2.969
O -2.606 -0.613 0.230
H -3.191 -1.067 0.850
H -3.013 -0.752 -0.633
O 0.290 -0.269 -0.589
H 0.557 0.512 -1.090
H -0.652 -0.134 -0.409
O -0.736 -2.672 1.295
H 0.159 -2.968 1.537
H -0.628 -1.729 1.118
```

Values from the calculation:
largest force on an atom = 0.0140 Eh/bohr
lowest unoccupied orbital energy = -0.15 eV
energy relative to the best compared isomer or geometry (same formula, charge and spin) = 2.085 eV
SMILES = O.O.O.O.O.O.O.O.O

No. 12
A structure of composition C18H23N2O3OsSSbSe4, computed with the ωB97M-V functional and the def2-TZVPD basis.

Geometry as XYZ:
```
53
Properties=species:S:1:pos:R:3
Os -1.410 -0.518 0.807
Se -1.270 -3.828 5.321
Sb -0.710 -2.008 3.920
Se -2.373 -0.334 3.029
Se -0.027 -2.399 1.533
Se 1.133 -0.879 5.156
C 0.857 2.557 3.895
C 0.363 2.174 2.515
O 0.670 0.812 2.194
C 1.989 0.643 1.677
C 2.024 0.854 0.174
H 0.624 3.604 4.092
H 1.936 2.431 3.995
H 0.366 1.948 4.655
H 0.775 2.831 1.743
H -0.720 2.259 2.463
H 2.284 -0.378 1.927
H 2.678 1.322 2.188
H 1.359 0.130 -0.306
H 3.036 0.718 -0.210
H 1.674 1.850 -0.098
N -0.585 -3.588 -1.470
C -0.198 -2.345 -1.719
S -1.304 -1.020 -1.556
N 1.051 -2.111 -2.107
C 2.078 -3.107 -2.198
C 2.628 -3.629 -1.034
C 3.607 -4.607 -1.129
C 4.036 -5.045 -2.373
C 3.485 -4.510 -3.530
C 2.497 -3.541 -3.446
H -1.484 -3.714 -1.034
H 0.086 -4.339 -1.408
H 1.278 -1.143 -2.281
H 2.289 -3.266 -0.072
H 4.037 -5.021 -0.227
H 4.801 -5.806 -2.443
H 3.820 -4.852 -4.499
H 2.046 -3.124 -4.337
O -1.144 1.797 0.014
C -2.381 1.780 -0.158
O -3.041 0.723 0.127
C -3.113 2.961 -0.686
C -4.494 2.916 -0.844
C -5.167 4.022 -1.335
C -4.463 5.172 -1.667
C -3.084 5.218 -1.508
C -2.408 4.113 -1.016
H -5.023 2.011 -0.578
H -6.242 3.990 -1.458
H -4.991 6.036 -2.051
H -2.538 6.116 -1.768
H -1.335 4.125 -0.883
```

Values from the calculation:
largest force on an atom = 0.0036 Eh/bohr
⟨S²⟩ = 6.026
lowest unoccupied orbital energy (spin up / spin down) = -0.30 / -1.97 eV
2S+1 = 5
energy relative to the best compared isomer or geometry (same formula, charge and spin) = 0.023 eV